The following is a DFT calculation (ωB97M-V/def2-TZVPD) of C10H11AuCl6V as an isolated structure at a distorted geometry.

```
! RIJCOSX wB97M-V def2-TZVPD def2/J DEFGRID3
* xyz 0 4
Au -0.89031 1.53586 0.13169
Cl -0.72785 2.84549 -1.82207
C -2.10168 -0.07308 0.58939
H -1.60977 -0.56188 1.40448
H -2.26755 -0.70350 -0.27362
H -3.08130 0.40001 0.93469
V 0.62553 -0.31170 -2.61676
C 2.37054 0.53147 -3.02250
C -0.78384 -0.15438 -4.01881
C 0.99618 -2.08578 -2.75422
H -1.32608 -1.10078 -4.08648
H -1.57333 0.62119 -3.97199
H -0.33697 -0.01168 -5.00429
H 3.13433 -0.14736 -2.68601
H 2.52853 0.61914 -4.08174
H 2.65493 1.49663 -2.62220
H 0.22971 -2.79744 -3.11932
H 1.85808 -2.37453 -2.18516
Cl 1.18416 -1.16857 1.94078
C 0.91741 0.38588 2.65489
C 0.21997 1.41584 1.96241
C 0.04349 2.61987 2.63962
Cl -0.84817 3.91420 1.87624
C 0.44477 2.84237 3.97069
Cl 0.03767 4.31359 4.77179
C 1.12235 1.79707 4.66313
Cl 1.59750 2.05129 6.28910
C 1.38318 0.56957 4.00737
Cl 2.16952 -0.70007 4.90053
*
```

**ΔE to the lowest compared entry with this formula, charge and spin**: 0.0 kcal per mole
**E_HOMO (alpha / beta)**: -8.2 / -8.2 eV
**E**: -115053.8721 eV
**LUMO level (alpha / beta)**: -0.327 / -4.821 eV
**Largest force on an atom**: 2.75 eV/Å
**HOMO-LUMO gap (alpha / beta)**: 7.91 / 3.42 eV

---

The following is a DFT calculation (ωB97M-V/def2-TZVPD) of C10H11BrClNO2 as an isolated structure at a distorted geometry.

```
! RIJCOSX wB97M-V def2-TZVPD def2/J DEFGRID3
* xyz 0 1
C -0.66758 -0.74695 1.19077
C -0.77792 0.38845 -0.86308
C 0.45935 -1.41201 0.79393
C 0.45495 -0.15360 -1.29725
C -1.31454 0.13261 0.35319
C 1.06056 -1.20541 -0.51728
C -2.60712 0.83180 0.74256
C 3.06519 -2.49182 -0.36372
C -4.27114 2.28681 0.10092
C 3.46699 1.10229 -0.34389
N 2.22057 -1.57241 -0.96489
O -3.26528 0.32079 1.61530
O -2.86881 1.89469 0.06534
Cl 2.04525 1.99565 -0.58681
Br 3.72742 0.61451 1.44727
H -1.05834 -0.85994 2.16257
H -1.35704 1.03227 -1.37253
H 0.96066 -2.05035 1.41437
H 0.87943 0.26750 -2.08831
H 4.01558 -1.98490 -0.07144
H 2.65470 -2.97782 0.50201
H 3.26643 -3.17842 -1.14600
H -4.50752 2.59917 1.10611
H -4.81792 1.47363 -0.43042
H -4.41333 3.25227 -0.34090
H 3.64946 0.44120 -1.10783
*
```

**ΔE to the lowest compared entry with this formula, charge and spin**: 108.3 kcal per mole
**E_HOMO (alpha / beta)**: -7.9 / -8.4 eV
**E**: -98693.8444 eV
**LUMO level (alpha / beta)**: -0.489 / -1.301 eV
**Largest force on an atom**: 5.77 eV/Å
**HOMO-LUMO gap (alpha / beta)**: 7.41 / 7.10 eV

---

The following is a DFT calculation (ωB97M-V/def2-TZVPD) of the molecule C10H11ClN2OS at a distorted geometry.

```
! RIJCOSX wB97M-V def2-TZVPD def2/J DEFGRID3
* xyz 0 1
C 1.96638 2.81211 0.00125
C 1.86067 1.62138 -0.77642
C 0.91226 3.13686 0.87338
C 0.61464 0.90578 -0.81950
C -0.31050 2.40930 0.86448
C -0.32747 1.28277 0.07269
C -1.50184 -0.93503 -0.02743
C -2.72745 1.07267 -0.22855
C 1.07796 -3.10079 -0.58587
C -0.16800 -2.94323 0.27196
N -1.55643 0.50965 0.07184
N -0.52020 -1.58568 0.60688
O -2.34680 -1.44805 -0.75745
S 0.51921 -0.89830 1.79334
Cl -4.26923 0.41032 -0.08421
H 2.84120 3.45218 0.08357
H 2.74535 1.24427 -1.17763
H 1.04999 3.88911 1.56712
H 0.56251 -0.13137 -1.33987
H -1.06246 2.81298 1.53242
H -2.71164 2.12396 -0.33645
H 1.09757 -3.06081 -1.63285
H 2.01359 -2.58280 -0.37047
H 1.40804 -4.17272 -0.43733
H -1.00205 -3.35049 -0.34074
H -0.16529 -3.47407 1.17587
*
```

**ΔE to the lowest compared entry with this formula, charge and spin**: 60.9 kcal per mole
**E_HOMO (alpha / beta)**: -6.5 / -6.8 eV
**E**: -38930.1708 eV
**LUMO level (alpha / beta)**: -1.769 / -1.494 eV
**Largest force on an atom**: 3.97 eV/Å
**HOMO-LUMO gap (alpha / beta)**: 4.72 / 5.28 eV

---

The following is a DFT calculation (ωB97M-V/def2-TZVPD) of a 2-piece molecular cluster, C10H11F2NO overall at a distorted geometry.

```
! RIJCOSX wB97M-V def2-TZVPD def2/J DEFGRID3
* xyz 0 1
C 1.29335 -0.87312 -1.47736
C 0.00649 0.92922 -2.46816
C 1.36894 -0.15829 -0.26162
C 0.05181 1.54451 -1.26139
C 0.59565 -0.37511 -2.58640
C 0.65270 0.99060 -0.13240
C 0.60726 -0.95374 -3.95593
C -0.86478 -0.76073 3.82766
C 0.33843 1.73158 1.06217
C -1.45348 -0.82603 2.37097
N -0.01137 2.30273 2.01134
O -0.33929 2.87995 3.02937
F -1.48800 -2.15635 2.04595
F -2.73258 -0.39692 2.30966
H 2.00585 -1.72235 -1.67449
H -0.29563 1.38739 -3.39052
H 2.06779 -0.40965 0.56013
H -0.46759 2.44883 -1.33508
H -0.23325 -0.51512 -4.63235
H 1.63408 -0.75860 -4.36932
H 0.41997 -2.09143 -3.88847
H -1.61396 -1.21995 4.53320
H 0.17193 -1.07546 3.91360
H -0.95691 0.29548 4.12431
H -0.75744 -0.21743 1.64514
*
```

**ΔE to the lowest compared entry with this formula, charge and spin**: 50.6 kcal per mole
**E_HOMO**: -8.9 eV
**E**: -19517.4360 eV
**LUMO level**: 0.201 eV
**Largest force on an atom**: 3.34 eV/Å
**HOMO-LUMO gap**: 9.14 eV
**SMILES**: Cc1ccc(C#[N+][O-])cc1.CC(F)F

---

The following is a DFT calculation (ωB97M-V/def2-TZVPD) of a 2-piece molecular cluster, C10H11FOS overall at a distorted geometry.

```
! RIJCOSX wB97M-V def2-TZVPD def2/J DEFGRID3
* xyz 0 1
C -2.14578 0.25808 1.75472
C -3.28791 0.60042 1.05718
C -0.98042 -0.11480 1.05669
C -2.13319 0.07742 -1.10006
C -3.18606 0.64006 -0.32832
C -0.99499 -0.30725 -0.34898
C -0.37495 -2.75912 -1.21128
C 4.18571 2.09328 0.57581
C 3.62655 1.50105 -0.67673
C 3.08837 1.48725 0.81277
O 1.40929 -1.25302 0.16047
F -4.19586 1.11613 -1.04254
S 0.50640 -1.12221 -1.01896
H -2.21858 0.27980 2.79685
H -4.01007 1.15167 1.58576
H -0.12930 -0.61142 1.48388
H -2.16397 0.19311 -2.14365
H -1.04083 -2.64650 -1.90970
H 0.43206 -3.50069 -1.29433
H -0.62280 -3.09655 -0.21245
H 5.01123 2.52283 1.06771
H 2.96097 1.91129 -1.38884
H 4.06725 0.50903 -0.94836
H 2.19687 1.07015 1.27237
*
```

**ΔE to the lowest compared entry with this formula, charge and spin**: 35.0 kcal per mole
**E_HOMO**: -9.0 eV
**E**: -26143.2364 eV
**LUMO level**: 0.532 eV
**Largest force on an atom**: 7.49 eV/Å
**HOMO-LUMO gap**: 9.58 eV

---

The following is a DFT calculation (ωB97M-V/def2-TZVPD) of the molecule C10H11N at a distorted geometry.

```
! RIJCOSX wB97M-V def2-TZVPD def2/J DEFGRID3
* xyz 0 1
C -1.48979 -0.15724 1.43436
C -1.59793 1.16451 1.49106
C -0.31244 -0.82226 0.89052
C -0.45318 1.70999 0.66738
C -0.08420 1.56726 -0.70137
C 0.87416 -0.03242 1.26143
C -0.38028 -1.08715 -0.58560
C -0.69705 0.40112 -1.38057
C 2.17800 -0.55106 1.64551
C 0.02744 0.14136 -2.75701
N 0.76837 1.22041 1.08820
H -2.35834 -0.75758 1.84219
H -2.39276 1.89980 1.96445
H 0.65745 -1.40846 -0.94411
H -1.14855 -1.83188 -0.79818
H -1.79270 0.47642 -1.51923
H 2.33551 -1.70622 1.57333
H 2.18967 -0.49470 2.73790
H 2.95702 0.02109 1.27599
H 1.12095 0.15155 -2.49626
H -0.19677 0.96069 -3.53880
H -0.20460 -0.86520 -3.15118
*
```

**ΔE to the lowest compared entry with this formula, charge and spin**: 183.9 kcal per mole
**E_HOMO (alpha / beta)**: -7.3 / -7.5 eV
**E**: -12030.0149 eV
**LUMO level (alpha / beta)**: -0.553 / -0.342 eV
**Largest force on an atom**: 4.31 eV/Å
**HOMO-LUMO gap (alpha / beta)**: 6.79 / 7.11 eV

---

The following is a DFT calculation (ωB97M-V/def2-TZVPD) of the molecule C10H11N at a distorted geometry.

```
! RIJCOSX wB97M-V def2-TZVPD def2/J DEFGRID3
* xyz 0 1
C -2.59826 1.06414 0.06116
C -2.87426 -0.35995 0.07845
C -1.36828 1.54213 0.17481
C 1.70293 -1.35420 0.29100
C -1.88795 -1.31675 0.00661
C 0.51216 -1.90273 0.17242
C 0.93815 0.34619 -1.42784
C 1.49493 0.06133 -0.04237
C 0.01261 0.29591 -0.21182
C 2.41176 1.10009 0.62232
N -0.53169 -0.99670 -0.06074
H -3.49470 1.68515 0.36589
H -3.97324 -0.59907 0.25180
H -0.97413 2.56201 0.43910
H 2.70354 -1.79130 0.37229
H -2.07546 -2.39874 -0.01640
H 0.17864 -2.85632 0.36327
H 0.99829 1.29438 -1.86552
H 0.79865 -0.57411 -2.16426
H 1.94461 2.19367 0.70875
H 3.46937 1.13724 0.22285
H 2.61234 0.86765 1.65821
*
```

**ΔE to the lowest compared entry with this formula, charge and spin**: 95.7 kcal per mole
**E_HOMO**: -7.1 eV
**E**: -12033.8387 eV
**LUMO level**: 0.966 eV
**Largest force on an atom**: 4.49 eV/Å
**HOMO-LUMO gap**: 8.02 eV
**SMILES**: C[C@@]12C=CN3C=CC=C[C@]31C2

---

The following is a DFT calculation (ωB97M-V/def2-TZVPD) of the molecule C10H11N at a distorted geometry.

```
! RIJCOSX wB97M-V def2-TZVPD def2/J DEFGRID3
* xyz 0 3
C 2.50540 -1.95549 -0.98386
C 2.60309 -0.58262 -0.85059
C 1.25757 -2.55680 -0.95891
C 1.46275 0.18119 -0.67711
C 0.11692 -1.79549 -0.79326
C 0.20492 -0.41496 -0.64211
C -0.94430 1.85763 -0.27802
C -0.98689 0.41834 -0.41719
C -0.61657 2.99080 0.57945
C -2.31596 -0.38301 0.53151
N -1.43345 1.46948 -1.37514
H 3.39346 -2.55730 -1.10751
H 3.57070 -0.10284 -0.87188
H 1.17354 -3.62779 -1.06660
H 1.55120 1.25329 -0.56881
H -0.84846 -2.27355 -0.78383
H -0.02322 2.67267 1.43568
H -1.54162 3.44430 0.93773
H -0.07443 3.74716 0.01116
H -3.10535 0.34997 0.58819
H -1.88772 -0.61893 1.49398
H -2.63421 -1.26265 -0.00616
*
```

**ΔE to the lowest compared entry with this formula, charge and spin**: 22.1 kcal per mole
**E_HOMO (alpha / beta)**: -4.5 / -9.2 eV
**E**: -12031.8304 eV
**LUMO level (alpha / beta)**: 0.852 / -2.645 eV
**Largest force on an atom**: 5.30 eV/Å
**HOMO-LUMO gap (alpha / beta)**: 5.38 / 6.59 eV

---

The following is a DFT calculation (ωB97M-V/def2-TZVPD) of an isolated ion of composition C10H11N2 and charge +1 at a distorted geometry.

```
! RIJCOSX wB97M-V def2-TZVPD def2/J DEFGRID3
* xyz 1 1
C 2.08782 -1.66714 -0.24216
C -0.30593 -0.91561 0.49537
C 3.44492 -1.44534 -0.10221
C 3.06931 0.83207 -0.18674
C 1.10396 -0.66528 0.10694
C 1.52355 0.72193 -0.06038
C 0.69885 1.73452 -0.04420
C -1.27131 0.09728 1.05509
C 0.06309 2.85837 -0.04790
C -1.53476 -0.26178 -0.37492
N 3.88051 -0.14122 -0.07416
N -2.57479 -0.98652 -0.81758
H 1.83226 -2.68490 -0.17274
H -0.54297 -1.92267 0.94660
H 4.15892 -2.24056 0.01416
H 3.60506 1.84993 -0.10322
H -2.09868 -0.32972 1.68564
H -1.07520 1.16282 1.16255
H -0.10405 3.29446 0.92798
H -0.23274 3.29022 -0.96359
H -0.99485 0.29895 -1.19216
H -3.26645 -1.37823 -0.15606
H -2.71761 -0.92314 -1.78106
*
```

**ΔE to the lowest compared entry with this formula, charge and spin**: 113.0 kcal per mole
**E_HOMO (alpha / beta)**: -12.2 / -12.2 eV
**E**: -13517.2175 eV
**LUMO level (alpha / beta)**: -5.705 / -5.706 eV
**Largest force on an atom**: 3.94 eV/Å
**HOMO-LUMO gap (alpha / beta)**: 6.48 / 6.48 eV